Record 1
Molecular formula: C18H14F5IN2OZr
Method: DFT, ωB97M-V/def2-TZVPD

```
42
Properties=species:S:1:pos:R:3:mulliken_charge:R:1
C 3.63681 4.40740 0.39276 -0.3654
C 4.80342 3.50015 0.02583 -0.8734
H 3.32821 5.01444 -0.46045 0.3278
H 3.91420 5.08994 1.20058 0.3012
H 2.75923 3.84045 0.71908 -0.2498
H 4.50915 2.70956 -0.66615 0.2233
H 5.59415 4.08348 -0.45210 0.3064
H 5.23354 3.03177 0.91355 0.2825
C -2.72116 1.23414 -1.29894 0.1218
C -3.89492 1.19574 -2.02550 -0.8917
C -4.16349 0.10915 -2.85783 -0.4486
C -3.22138 -0.90650 -2.98514 -0.7437
H -2.42560 2.05726 -0.64410 0.3483
H -4.59898 2.02528 -1.93611 0.4189
H -5.09362 0.05527 -3.42283 0.4664
H -3.36430 -1.75857 -3.64415 0.3789
N -1.82594 0.21320 -1.37748 -0.0094
C -2.02602 -0.82170 -2.26520 0.6829
C -0.93460 -1.77906 -2.40500 0.9196
N 0.22750 -1.47555 -1.73477 -0.4831
C 1.25228 -2.36732 -1.62870 0.0051
C 0.07393 -3.83422 -3.12573 -0.4234
C 1.20220 -3.54490 -2.35421 -0.6952
H 2.06361 -2.07542 -0.95582 0.4532
H 2.04929 -4.22416 -2.29577 0.4270
C -1.00318 -2.95864 -3.14897 -0.6525
H -1.91850 -3.15100 -3.70750 0.3795
H 0.02141 -4.75691 -3.69936 0.4674
Zr 0.15342 0.35459 -0.45356 1.3443
I 0.29229 2.94832 0.40057 0.1081
F -0.98445 -0.54939 6.46465 -0.2385
C -0.67692 -0.64557 5.15751 0.3416
C -1.57982 -0.15928 4.19627 0.2126
F -2.71230 0.46537 4.59891 -0.2576
C -1.25742 -0.28519 2.86511 0.2061
F -2.08099 0.19334 1.86302 -0.1482
C 0.02090 -0.73415 2.49321 0.2192
O 0.46712 -0.49794 1.25480 -0.3548
C 0.89389 -1.27724 3.45013 -0.0699
F 2.08572 -1.77097 3.04241 -0.2591
C 0.53818 -1.22720 4.78099 0.4695
F 1.36312 -1.72794 5.72598 -0.2474
```

Summary:
- E_tot: -1722.61470 hartree
- Orbital gap: 6.11 eV
- Charge: +2
- LUMO energy: -0.3176 hartree
- Max |F|: 2.8 eV/Å



Record 2
Molecular formula: C18H14F8NO3PS
Method: DFT, ωB97M-V/def2-TZVPD

```
46
Properties=species:S:1:pos:R:3:mulliken_charge:R:1
C 6.13932 -2.00550 -0.05400 -1.1162
P 5.96034 -1.50416 -1.81655 0.0975
C 5.51634 -3.12971 -2.55214 -1.1132
C 4.34481 -0.65059 -1.70007 0.8131
C 4.29899 0.49190 -0.89338 -0.7993
C 3.13730 1.23750 -0.76632 0.1504
N 3.13448 2.35608 0.10975 -0.5441
C 3.46083 3.46970 -0.22854 0.4784
S 3.94323 4.89834 -0.60852 -0.3946
C 1.97821 0.84747 -1.43568 0.3573
C 2.02913 -0.28739 -2.24931 0.3491
C 3.19584 -1.02238 -2.39588 -0.4822
C 0.78506 -0.71057 -2.96376 0.0260
O 0.81759 -1.30452 -4.01648 -0.5477
C -0.48800 -0.34169 -2.28683 -0.6593
C -0.53432 0.75363 -1.52687 -0.2621
C 0.68651 1.58788 -1.33724 0.2438
O 0.61676 2.78163 -1.15966 -0.5289
H 5.19506 -2.32958 0.38533 0.3520
H 6.53809 -1.17605 0.52799 0.3176
H 6.85410 -2.82692 -0.00369 0.3788
H 4.46636 -3.39274 -2.43557 0.3774
H 5.77052 -3.13174 -3.61016 0.3094
H 6.10474 -3.90101 -2.05567 0.3468
H 5.17958 0.81744 -0.35317 0.3302
H 3.18844 -1.87458 -3.05996 0.6235
H -1.36313 -0.95478 -2.46344 0.4672
H -1.45104 1.04945 -1.03650 0.4198
C -4.54378 0.50655 3.66413 -0.7163
C -6.05500 0.28133 3.53727 0.8883
C -6.52347 -0.90645 2.69145 0.0719
F -6.13141 -0.76214 1.40930 -0.2128
F -7.87242 -0.95292 2.72560 -0.2650
F -6.66906 1.40832 3.13020 -0.2695
F -6.48826 -0.00976 4.80053 -0.3276
O -3.97532 1.49182 2.82623 -0.3969
C -3.47997 1.20536 1.59202 0.8833
C -4.17318 2.02644 0.49660 0.1796
F -5.49341 1.77540 0.47748 -0.2229
F -3.64527 1.65925 -0.69733 -0.2379
F -3.51180 -0.10958 1.30645 -0.3133
F -2.18020 1.58888 1.56813 -0.3020
H -4.40985 0.90244 4.66922 0.3780
H -4.00103 -0.43734 3.60794 0.3300
H -6.12472 -1.84232 3.09173 0.2927
H -4.00286 3.09188 0.65804 0.2496
```

Summary:
- E_tot: -2513.23884 hartree
- Orbital gap: 7.75 eV
- Charge: 0
- LUMO energy: -0.0373 hartree
- Max |F|: 0.7 eV/Å



Record 3
Molecular formula: C18H14N15O4SSbSe5Tc
Method: DFT, ωB97M-V/def2-TZVPD

```
59
Properties=species:S:1:pos:R:3:mulliken_charge:R:1
Tc -0.38750 0.87860 -0.50430 -0.8152
Se 2.73800 3.43200 -3.96250 -0.7198
Sb 1.54600 1.38730 -3.57740 0.6496
Se 1.64940 0.34890 -1.24980 0.4859
Se -0.77960 1.88580 -2.47970 -0.5914
Se 1.40660 -0.06590 -5.47050 -0.6914
N -3.23510 -1.39990 -0.84090 -0.0622
C -2.04900 -1.72320 -1.41970 0.2067
N -1.83600 -2.83590 -2.11310 -0.8006
N -0.61740 -2.69170 -2.63740 -0.8528
N -0.10390 -1.59410 -2.29030 -0.2634
N -0.96600 -0.92040 -1.47860 1.4021
C -3.26950 -0.39540 0.09090 0.2477
N -4.18050 -0.28500 1.04800 -0.4960
N -3.80090 0.77410 1.74450 -0.7104
N -2.73750 1.28800 1.23140 -0.1773
N -2.37100 0.59050 0.15480 0.8002
H -3.90730 -2.13930 -0.71250 0.2936
C 1.54680 -3.75720 2.50980 -0.8650
N 0.92760 -4.17620 1.28910 0.3234
C 1.47660 -5.03290 0.35920 -0.3791
C 0.58770 -5.17540 -0.64540 -0.6652
N -0.51910 -4.43470 -0.31950 -0.0194
C -0.29470 -3.77430 0.84320 0.0270
S -1.31580 -2.69950 1.58520 -0.4244
H 2.53800 -3.34640 2.30950 0.2957
H 1.62960 -4.59360 3.21090 0.3556
H 0.92830 -2.97970 2.95950 0.1893
H 2.45340 -5.45000 0.49320 0.4521
H 0.64700 -5.71350 -1.56850 0.4394
H -1.27350 -4.18790 -0.96480 0.4437
O -0.34330 4.31920 1.90350 -0.7088
C 0.27720 3.58570 1.15900 -0.0925
O -0.28400 2.66260 0.45330 -0.4824
C 1.78680 3.54540 1.16020 0.5726
C 2.38250 3.74330 2.40580 -1.0255
C 3.72980 3.47760 2.58980 -0.5946
C 4.46100 2.91410 1.56560 -0.2881
C 3.86920 2.70490 0.31900 -1.0080
C 2.54950 3.10320 0.08670 1.1620
N 4.55460 1.91800 -0.64460 1.1164
O 3.94220 1.61110 -1.67800 -0.4898
O 5.66090 1.46230 -0.34670 -0.6771
H 1.76470 4.10660 3.21500 0.4321
H 4.19340 3.67550 3.54760 0.4234
H 5.49060 2.61430 1.69900 0.4713
H 2.15130 3.10710 -0.92680 0.3119
Se -0.71030 1.15350 2.62470 0.6606
N 0.65540 1.06760 3.71980 -1.0243
C 1.66890 0.44170 3.12680 0.8444
C 2.97090 0.25810 3.59620 -0.7238
C 3.88000 -0.36800 2.76950 -0.4327
C 3.48520 -0.81830 1.51400 -1.0317
N 2.25880 -0.67570 1.04390 -0.1710
C 1.37940 -0.04060 1.80940 0.5405
N 0.14610 0.24370 1.36630 0.6907
H 3.24300 0.62330 4.57610 0.5051
H 4.90550 -0.49920 3.07720 0.4428
H 4.17890 -1.28750 0.82730 0.4979
```

Summary:
- E_tot: -14543.06748 hartree
- 2S+1: 2
- Orbital gap (alpha / beta): 5.01 / 4.94 eV
- Charge: -2
- LUMO energy (alpha / beta): 0.1071 / 0.1043 hartree
- Max |F|: 3.4 eV/Å



Record 4
Molecular formula: C18H15As6F36HgN3O6
Method: DFT, ωB97M-V/def2-TZVPD

```
85
Properties=species:S:1:pos:R:3:mulliken_charge:R:1
Hg 0.72473 -0.33937 -0.51759 3.5986
As 3.04951 2.08213 -2.54590 2.0510
F 4.09049 1.03291 -1.46724 -0.5028
F 1.67216 1.53091 -1.48221 -0.4316
F 1.93525 2.96811 -3.60661 -0.5205
F 4.46248 2.53643 -3.46388 -0.5167
F 2.95521 0.68958 -3.66539 -0.4676
F 3.14040 3.56389 -1.57740 -0.4920
As 3.95620 -0.32042 1.81242 1.9339
F 2.79554 -0.62151 0.41817 -0.5363
F 2.59944 -0.41741 2.93369 -0.4730
F 5.00881 -0.11880 3.23018 -0.5340
F 5.30638 -0.33421 0.70786 -0.4225
F 3.72222 1.50332 1.59675 -0.5372
F 3.96856 -2.15031 1.94765 -0.5289
As -0.38887 -0.57819 -4.38043 1.6950
F -1.19501 -0.62832 -6.05105 -0.5860
F -1.90772 0.15224 -3.96702 -0.3986
F 0.29727 -0.34292 -2.76439 -0.4800
F 1.09372 -1.26828 -5.23312 -0.5003
F 0.20862 1.17928 -4.83651 -0.5524
F -0.97653 -2.24130 -4.06672 -0.4724
As -1.34090 3.39402 -1.82355 1.8445
F -0.41403 3.43195 -3.37215 -0.5344
F 0.15143 3.79901 -1.00017 -0.3702
F -2.28451 3.43762 -0.18626 -0.5359
F -2.89246 2.72646 -2.59157 -0.5585
F -0.89434 1.68875 -1.67418 -0.3651
F -1.78269 5.07553 -2.20027 -0.5162
As -0.03632 -3.31860 2.13808 2.0843
F 0.14534 -1.97586 1.05092 -0.8181
F -0.01104 -4.42155 0.77862 -0.4404
F -0.04362 -4.67242 3.27655 -0.5509
F 0.14097 -2.15486 3.50821 -0.5416
F -1.80095 -3.24803 2.16630 -0.5109
F 1.78664 -3.38506 2.24513 -0.4870
As 3.18279 -3.52385 -1.39004 2.0073
F 2.03614 -4.97005 -1.51569 -0.5396
F 3.15064 -3.46262 -3.18623 -0.4940
F 4.27013 -2.12963 -1.33734 -0.4573
F 3.20278 -3.76193 0.41648 -0.4564
F 4.47717 -4.76501 -1.39248 -0.5475
F 1.84275 -2.23822 -1.35582 -0.6762
C -2.70951 -6.20938 -2.87565 -0.3962
C -1.41898 -5.80591 -2.43936 -0.8044
C -1.34249 -4.46367 -2.02463 0.4897
C -2.41722 -3.63506 -1.90380 -0.4771
C -3.70427 -4.06822 -2.35856 -0.4505
C -3.80268 -5.40827 -2.80543 -0.5504
N -2.24371 -2.23613 -1.41831 0.9528
O -3.17598 -1.51941 -1.30547 -0.6840
O -1.14260 -1.73653 -1.26216 -0.0373
H -2.73331 -7.25719 -3.13628 0.3214
H -0.50673 -6.37801 -2.52248 0.4662
H -0.37107 -4.02490 -1.85081 0.2338
H -4.49906 -3.34339 -2.45518 0.4324
H -4.74513 -5.69950 -3.24518 0.3198
C -3.84035 1.99829 4.46255 -0.3782
C -4.26613 2.68402 3.30429 -0.6691
C -3.80663 2.26574 2.12735 -0.2105
C -2.99750 1.15455 2.06032 -0.0750
C -2.60326 0.40376 3.19555 -0.2981
C -2.93943 0.86934 4.46797 -0.7822
N -2.46410 0.69799 0.76016 1.0716
O -1.34512 0.10243 0.72809 -0.2935
O -3.02734 1.07249 -0.23225 -0.5234
H -4.11831 2.47435 5.39126 0.3078
H -4.75796 3.61107 3.55940 0.3418
H -4.06646 2.83683 1.24829 0.4754
H -1.87042 -0.38586 3.11909 0.4124
H -2.51900 0.33528 5.30727 0.4443
C 2.07830 5.97175 2.92090 -0.1816
C 2.69946 5.21844 1.96434 -0.9735
C 2.25786 3.86908 1.72527 0.2025
C 1.22279 3.30685 2.52196 0.1215
C 0.51656 4.15382 3.38766 -0.6224
C 1.01496 5.43939 3.65078 -0.5807
N 0.77552 1.89765 2.40898 0.6432
O 0.11408 1.44382 3.29939 -0.5096
O 0.87080 1.20176 1.36688 -0.2213
H 2.30273 7.02532 2.84325 0.2883
H 3.48922 5.60836 1.33933 0.4206
H 2.60638 3.20751 0.94601 0.1684
H -0.31849 3.77699 3.95958 0.4523
H 0.39942 6.14128 4.19379 0.2916
```

Summary:
- E_tot: -18474.11573 hartree
- Orbital gap: 8.90 eV
- Charge: -4
- LUMO energy: 0.2496 hartree
- Max |F|: 5.2 eV/Å